1.
C32H60BF3O11PS | the ωB97M-V functional and the def2-TZVPD basis

## Properties
**Multiplicity**: 1
**Total charge**: -1
**Energy relative to the best compared isomer or geometry (same formula, charge and spin)**: 0.0 kJ/mol
**Maximum force**: 3.65 eV Å⁻¹

Geometry (Å):
1 C 2.171 0.824 5.760
2 O 1.819 0.650 4.378
3 B 2.902 1.007 3.490
4 O 4.100 0.414 4.073
5 P 2.794 1.947 1.778
6 C 3.633 3.538 2.519
7 C 4.136 3.478 4.000
8 O 5.282 3.212 4.320
9 C 1.999 0.285 1.131
10 C 0.643 -0.241 1.682
11 C 0.678 -1.781 2.146
12 S -0.108 -1.968 3.826
13 C 1.107 2.795 2.140
14 C 0.660 3.221 3.568
15 C -0.262 4.516 3.611
16 O -0.523 4.940 4.717
17 O -0.791 5.124 2.474
18 C 4.425 1.170 1.106
19 C 5.654 1.998 0.612
20 C 6.797 2.152 1.700
21 C 7.277 1.079 2.555
22 C 8.310 1.374 3.559
23 C 8.876 2.715 3.746
24 C 8.420 3.791 2.875
25 C 7.400 3.484 1.890
26 C 2.570 2.707 -0.013
27 C 3.047 4.123 -0.405
28 C 1.971 5.282 -0.529
29 F 1.858 6.031 0.640
30 F 2.445 6.208 -1.473
31 F 0.762 4.869 -1.004
32 H 1.214 1.015 6.321
33 H 2.639 -0.092 6.221
34 H 2.835 1.704 5.952
35 H 4.082 -0.549 3.950
36 H 2.956 4.449 2.543
37 H 4.540 3.925 1.996
38 H 3.492 3.770 4.896
39 H 1.965 0.203 0.006
40 H 2.752 -0.511 1.440
41 H -0.105 -0.252 0.830
42 H 0.123 0.297 2.510
43 H 1.699 -2.232 2.096
44 H 0.030 -2.397 1.456
45 H -0.316 -3.330 3.912
46 H 0.199 2.351 1.624
47 H 1.111 3.798 1.605
48 H 1.408 3.400 4.370
49 H -0.028 2.418 3.973
50 H -0.441 6.038 2.503
51 H 4.865 0.331 1.730
52 H 4.167 0.548 0.189
53 H 6.180 1.448 -0.230
54 H 5.496 3.034 0.233
55 H 6.858 0.052 2.475
56 H 8.700 0.599 4.268
57 H 9.636 2.952 4.526
58 H 8.764 4.854 2.931
59 H 7.009 4.301 1.227
60 H 2.935 2.011 -0.830
61 H 1.454 2.648 -0.202
62 H 3.361 4.082 -1.501
63 H 3.939 4.617 0.041
64 C -5.821 -3.954 -1.903
65 O -5.564 -4.204 -0.536
66 C -4.379 -4.964 -0.337
67 C -3.716 -4.603 0.982
68 O -3.009 -3.368 0.941
69 C -3.811 -2.186 0.935
70 C -4.505 -1.916 2.261
71 O -5.668 -2.731 2.384
72 C -6.027 -2.952 3.731
73 H -6.000 -4.894 -2.436
74 H -6.712 -3.330 -1.972
75 H -4.987 -3.413 -2.362
76 H -3.670 -4.803 -1.157
77 H -4.669 -6.024 -0.323
78 H -2.958 -5.363 1.191
79 H -4.424 -4.628 1.811
80 H -4.517 -2.196 0.103
81 H -3.113 -1.365 0.747
82 H -4.829 -0.869 2.304
83 H -3.808 -2.114 3.082
84 H -5.213 -3.448 4.271
85 H -6.899 -3.607 3.746
86 H -6.282 -2.006 4.222
87 C -3.843 -5.183 -8.503
88 O -4.368 -3.901 -8.224
89 C -5.407 -3.940 -7.253
90 C -5.433 -2.659 -6.436
91 O -4.407 -2.593 -5.451
92 C -3.085 -2.346 -5.927
93 C -2.878 -0.931 -6.441
94 O -3.398 -0.800 -7.759
95 C -3.741 0.534 -8.071
96 H -4.612 -5.826 -8.945
97 H -3.026 -5.065 -9.216
98 H -3.443 -5.644 -7.594
99 H -5.282 -4.797 -6.583
100 H -6.356 -4.048 -7.794
101 H -6.372 -2.642 -5.877
102 H -5.429 -1.773 -7.073
103 H -2.789 -3.093 -6.666
104 H -2.436 -2.486 -5.059
105 H -1.805 -0.708 -6.484
106 H -3.369 -0.224 -5.763
107 H -4.500 0.910 -7.375
108 H -4.160 0.550 -9.077
109 H -2.855 1.177 -8.043

Results of the Mulliken charge analysis, in e, for atoms 1 through 5: number 1, C, carries -0.84; number 2, O, carries -0.52; number 3, B, carries 1.55; number 4, O, carries -0.51; number 5, P, carries 3.21

---

2.
C3H5N3O | the ωB97M-V functional and the def2-TZVPD basis

## Properties
**Multiplicity**: 1
**Total charge**: 0
**Energy relative to the best compared isomer or geometry (same formula, charge and spin)**: 245.7 kJ/mol
**Maximum force**: 3.65 eV Å⁻¹
**SMILES**: [H]/N=c1\ocnn1C

Geometry (Å):
1 H -1.418 0.218 2.494
2 N -0.818 -0.269 1.839
3 C -0.480 0.395 0.834
4 O -0.813 1.658 0.439
5 C 0.145 1.867 -0.530
6 N 0.534 0.800 -1.149
7 N 0.212 -0.209 -0.339
8 C 0.532 -1.576 -0.625
9 H 0.287 2.869 -0.881
10 H 0.246 -2.159 0.249
11 H -0.027 -1.919 -1.498
12 H 1.599 -1.675 -0.831

Results of the natural (NBO) charge analysis, in e, for atoms 1 through 5: number 1, H, carries 0.37; number 2, N, carries -0.74; number 3, C, carries 0.65; number 4, O, carries -0.45; number 5, C, carries 0.24

---

3.
C6H7BrI2O2 | the ωB97M-V functional and the def2-TZVPD basis

## Properties
**Total energy**: -96669.55726 eV
**Multiplicity**: 1
**Total charge**: 0
**Maximum force**: 2.69 eV Å⁻¹

Geometry (Å):
1 C -0.027 -1.111 0.867
2 C -0.079 -1.788 -0.240
3 C 0.165 0.366 0.960
4 C 1.549 3.005 -0.594
5 C 0.230 2.322 -0.252
6 C -1.430 -3.943 0.004
7 O 0.006 0.896 2.009
8 O 0.378 0.933 -0.207
9 Br -1.958 -4.248 -1.748
10 I 0.326 -1.247 -2.193
11 I -2.866 -3.718 1.499
12 H -0.388 -1.463 1.806
13 H 2.044 2.913 0.315
14 H 1.946 2.348 -1.305
15 H 1.372 4.089 -0.878
16 H -0.461 2.550 -1.039
17 H -0.184 2.622 0.647
18 H -0.621 -4.526 0.348

Results of the natural (NBO) charge analysis, in e, for atoms 1 through 5: number 1, C, carries -0.49; number 2, C, carries -0.09; number 3, C, carries 0.77; number 4, C, carries -0.62; number 5, C, carries -0.07

---

4.
C4HF3I4 | the ωB97M-V functional and the def2-TZVPD basis

## Properties
**Multiplicity**: 1
**Total charge**: 0
**Energy relative to the best compared isomer or geometry (same formula, charge and spin)**: 0.0 kJ/mol
**Maximum force**: 4.26 eV Å⁻¹

Geometry (Å):
1 C -0.024 0.586 -0.046
2 C 0.289 -0.663 0.077
3 C -1.495 1.127 0.026
4 C 1.714 -1.067 -0.048
5 F 1.822 -2.368 -0.434
6 F 2.392 -0.301 -0.909
7 F 2.363 -0.817 1.114
8 I -1.188 -2.237 0.378
9 I -2.471 0.499 -1.890
10 I -1.470 3.297 -0.134
11 I -2.533 0.455 1.836
12 H 0.600 1.489 0.031

Results of the natural (NBO) charge analysis, in e, for atoms 1 through 5: number 1, C, carries -0.33; number 2, C, carries -0.19; number 3, C, carries -0.58; number 4, C, carries 0.93; number 5, F, carries -0.31

---

5.
C24H49ClF7O13P | the ωB97M-V functional and the def2-TZVPD basis

## Properties
**Total energy**: -93127.10428 eV
**Multiplicity**: 1
**Total charge**: 0
**Maximum force**: 0.46 eV Å⁻¹
**SMILES**: O=C(COO)O[C@](CCC(F)(F)F)(P(O)Cl)C(F)(F)C(F)F.COCCOC.COCCOC.COCCOC.COCCOC

Geometry (Å):
1 O -0.211 4.022 -2.391
2 C -0.534 3.894 -3.529
3 C 0.366 4.200 -4.708
4 O 1.706 4.309 -4.291
5 O 2.395 3.172 -4.871
6 O -1.856 3.642 -3.847
7 C -2.270 2.442 -4.502
8 C -3.699 2.243 -3.947
9 C -4.414 0.913 -4.201
10 C -5.922 1.017 -4.025
11 F -6.416 2.239 -4.334
12 F -6.311 0.758 -2.759
13 F -6.567 0.135 -4.822
14 P -0.939 1.119 -4.070
15 O -1.554 -0.133 -4.909
16 Cl -1.605 0.635 -2.188
17 C -2.214 2.683 -6.054
18 F -2.018 4.010 -6.282
19 F -1.116 2.027 -6.569
20 C -3.435 2.269 -6.922
21 F -3.321 0.952 -7.243
22 F -3.413 2.987 -8.075
23 H 0.282 3.430 -5.473
24 H 0.055 5.151 -5.151
25 H 3.182 3.151 -4.308
26 H -3.610 2.388 -2.872
27 H -4.296 3.083 -4.309
28 H -4.085 0.172 -3.476
29 H -4.243 0.486 -5.182
30 H -1.588 -0.939 -4.374
31 H -4.394 2.446 -6.438
32 C 1.519 -0.228 3.965
33 O 0.968 1.044 3.673
34 C 1.448 1.607 2.462
35 C 0.498 1.374 1.309
36 O 0.349 -0.006 1.006
37 C -0.802 -0.590 1.580
38 H 0.889 -0.699 4.717
39 H 1.549 -0.870 3.083
40 H 2.534 -0.129 4.368
41 H 2.441 1.214 2.224
42 H 1.547 2.685 2.621
43 H 0.899 1.861 0.416
44 H -0.477 1.824 1.525
45 H -1.696 -0.329 0.997
46 H -0.948 -0.277 2.615
47 H -0.672 -1.672 1.556
48 C 0.320 -4.405 3.887
49 O 0.987 -3.583 4.827
50 C 0.505 -3.724 6.153
51 C 1.367 -4.645 6.988
52 O 1.373 -5.974 6.499
53 C 2.499 -6.285 5.700
54 H 0.938 -4.447 2.992
55 H 0.173 -5.418 4.267
56 H -0.654 -3.977 3.622
57 H -0.530 -4.081 6.146
58 H 0.514 -2.729 6.610
59 H 0.961 -4.673 8.004
60 H 2.388 -4.254 7.045
61 H 3.380 -6.467 6.326
62 H 2.724 -5.488 4.989
63 H 2.267 -7.195 5.149
64 C 4.620 3.772 3.603
65 O 4.865 3.174 2.341
66 C 5.688 3.957 1.494
67 C 7.133 3.508 1.515
68 O 7.733 3.666 2.788
69 C 7.758 2.479 3.559
70 H 4.248 2.997 4.271
71 H 5.528 4.204 4.028
72 H 3.857 4.553 3.513
73 H 5.618 5.015 1.765
74 H 5.304 3.846 0.475
75 H 7.698 4.126 0.810
76 H 7.207 2.467 1.184
77 H 8.557 1.812 3.218
78 H 6.805 1.948 3.516
79 H 7.957 2.764 4.591
80 C -4.492 -2.849 -3.189
81 O -3.873 -2.034 -2.207
82 C -4.373 -2.238 -0.896
83 C -3.481 -3.140 -0.072
84 O -3.397 -4.452 -0.598
85 C -2.238 -4.682 -1.378
86 H -3.859 -2.835 -4.077
87 H -4.597 -3.881 -2.849
88 H -5.478 -2.455 -3.455
89 H -5.389 -2.641 -0.935
90 H -4.419 -1.258 -0.411
91 H -3.904 -3.218 0.934
92 H -2.482 -2.699 0.016
93 H -1.363 -4.835 -0.736
94 H -2.039 -3.852 -2.059
95 H -2.408 -5.585 -1.960

Results of the Mulliken charge analysis, in e, for atoms 1 through 5: number 1, O, carries -0.52; number 2, C, carries 0.46; number 3, C, carries -0.15; number 4, O, carries -0.24; number 5, O, carries -0.37

---

6.
C3H6O7S2 | the ωB97M-V functional and the def2-TZVPD basis

## Properties
**Multiplicity**: 1
**Total charge**: -2
**Energy relative to the best compared isomer or geometry (same formula, charge and spin)**: 0.0 kJ/mol
**Maximum force**: 4.20 eV Å⁻¹
**SMILES**: CC(CO)(S(=O)(=O)[O-])S(=O)(=O)[O-]

Geometry (Å):
1 C -1.202 -0.410 0.921
2 C 0.048 0.082 0.041
3 C -0.344 0.188 -1.314
4 O -1.169 -0.881 -1.832
5 S 0.476 1.809 0.449
6 O 1.336 1.740 1.636
7 O 1.067 2.467 -0.686
8 O -0.848 2.436 0.790
9 S 1.338 -1.095 0.305
10 O 0.801 -2.213 -0.530
11 O 2.546 -0.697 -0.333
12 O 1.400 -1.418 1.730
13 H -0.787 -0.782 1.912
14 H -1.724 0.508 1.078
15 H -1.765 -1.251 0.466
16 H -0.902 1.120 -1.449
17 H 0.498 0.042 -1.878
18 H -0.768 -1.647 -1.304

Results of the natural (NBO) charge analysis, in e, for atoms 1 through 5: number 1, C, carries -0.64; number 2, C, carries -0.63; number 3, C, carries -0.12; number 4, O, carries -0.79; number 5, S, carries 2.40